{"formula": "C28H49N2OP3SeW", "method": "the ωB97M-V functional and the def2-TZVPD basis", "species": ["W", "P", "P", "P", "H", "C", "C", "H", "C", "C", "C", "C", "C", "C", "C", "C", "C", "H", "H", "H", "H", "H", "H", "H", "H", "H", "H", "H", "H", "H", "H", "H", "H", "H", "H", "H", "H", "H", "H", "H", "H", "H", "H", "H", "H", "H", "C", "C", "C", "C", "C", "C", "Se", "H", "H", "H", "H", "H", "H", "C", "N", "N", "C", "O", "C", "C", "C", "C", "C", "C", "C", "C", "C", "H", "H", "H", "H", "H", "H", "H", "H", "H", "H", "H", "H"], "xyz": [[-1.40, -1.11, -2.03], [-2.45, -0.89, 0.56], [0.26, -2.54, -1.56], [-3.46, -1.49, -2.83], [0.33, 1.03, -0.76], [-0.11, 2.09, -0.75], [-0.95, 2.37, 0.26], [-0.70, 2.20, 1.32], [-1.69, -0.45, 2.15], [-2.81, -2.65, 0.90], [-4.07, -0.01, 0.59], [1.48, -2.59, -2.91], [1.32, -2.71, -0.06], [-0.55, -4.16, -1.72], [-4.29, 0.13, -2.92], [-4.58, -2.64, -2.09], [-3.31, -2.00, -4.55], [-0.33, 2.28, -1.84], [-2.05, 2.44, 0.10], [-1.68, 0.62, 2.33], [-0.66, -0.82, 2.19], [-2.28, -0.93, 2.95], [-1.86, -3.17, 1.09], [-3.35, -3.14, 0.08], [-3.43, -2.64, 1.81], [-3.94, 1.06, 0.35], [-4.45, -0.10, 1.63], [-4.80, -0.47, -0.11], [1.97, -3.57, -2.90], [2.23, -1.79, -2.78], [0.98, -2.42, -3.87], [2.24, -3.26, -0.33], [0.78, -3.25, 0.74], [1.59, -1.72, 0.35], [0.25, -4.89, -1.94], [-1.26, -4.13, -2.55], [-1.08, -4.44, -0.80], [-5.17, -0.08, -3.53], [-3.68, 0.89, -3.42], [-4.60, 0.50, -1.94], [-5.36, -2.70, -2.85], [-5.00, -2.27, -1.16], [-4.11, -3.62, -1.97], [-4.36, -2.12, -4.85], [-2.78, -2.95, -4.65], [-2.84, -1.24, -5.19], [0.02, 1.73, -4.75], [-0.47, 2.98, -4.36], [0.15, 4.14, -4.88], [1.12, 4.02, -5.89], [1.57, 2.75, -6.29], [1.04, 1.60, -5.70], [-0.75, -0.01, -4.01], [-0.87, -1.18, -0.41], [-1.31, 3.04, -3.67], [-0.15, 5.13, -4.52], [1.50, 4.92, -6.39], [2.32, 2.65, -7.07], [1.39, 0.61, -5.97], [3.54, 0.75, 6.14], [3.02, 0.11, 4.94], [2.80, 0.78, 3.79], [2.21, -0.08, 2.85], [1.92, 0.26, 1.69], [2.09, -1.33, 3.55], [2.59, -1.16, 4.81], [2.71, -2.14, 5.93], [3.14, 2.13, 3.62], [4.44, 2.55, 3.93], [4.75, 3.92, 3.89], [3.77, 4.84, 3.46], [2.49, 4.39, 3.09], [2.19, 3.03, 3.14], [3.35, 0.05, 6.98], [3.02, 1.70, 6.34], [4.63, 0.92, 6.07], [1.65, -2.22, 3.12], [3.77, -2.36, 6.18], [2.19, -1.81, 6.84], [2.25, -3.09, 5.61], [5.19, 1.82, 4.22], [5.75, 4.26, 4.17], [4.00, 5.92, 3.43], [1.73, 5.10, 2.76], [1.23, 2.64, 2.83]], "lowdin_charge": [0.558, 0.789, 0.624, 0.563, 0.046, -0.066, -0.057, 0.032, -0.198, -0.215, -0.212, -0.228, -0.201, -0.201, -0.187, -0.212, -0.244, 0.019, 0.069, 0.051, 0.040, 0.088, 0.054, 0.029, 0.087, 0.060, 0.088, 0.037, 0.082, 0.076, 0.026, 0.087, 0.057, 0.030, 0.090, 0.047, 0.054, 0.083, 0.050, 0.036, 0.086, 0.054, 0.073, 0.079, 0.072, 0.025, -0.449, -0.122, -0.022, -0.007, -0.018, -0.106, 0.859, -0.097, 0.105, 0.133, 0.137, 0.133, 0.113, 0.069, 0.014, 0.100, -0.351, 0.096, 0.095, -0.217, 0.016, -0.200, -0.005, -0.011, -0.012, -0.030, 0.001, 0.111, 0.137, 0.120, 0.124, 0.124, 0.112, 0.107, 0.127, 0.135, 0.137, 0.124, 0.100], "multiplicity": 3, "energy_ha": -4771.971773, "charge": 4}

{"formula": "C28H50BrN8O4S2SiW", "method": "the ωB97M-V functional and the def2-TZVPD basis", "species": ["W", "C", "C", "N", "N", "C", "S", "N", "N", "H", "H", "H", "H", "H", "H", "C", "C", "N", "C", "C", "N", "C", "O", "O", "C", "O", "O", "H", "H", "H", "H", "H", "C", "C", "N", "C", "C", "N", "C", "C", "H", "H", "H", "H", "H", "H", "H", "H", "H", "H", "H", "H", "S", "C", "C", "C", "C", "C", "Si", "Br", "C", "C", "C", "C", "C", "C", "C", "C", "H", "H", "H", "H", "H", "H", "H", "H", "H", "H", "H", "H", "H", "H", "H", "H", "H", "H", "H", "H", "H", "H", "H", "H", "H", "H", "H"], "xyz": [[-1.23, -0.87, 1.22], [-5.00, 3.96, -1.67], [-4.42, 3.57, -0.36], [-4.57, 4.20, 0.76], [-3.87, 3.45, 1.65], [-3.27, 2.38, 1.11], [-2.33, 1.30, 2.07], [-3.63, 2.45, -0.17], [-3.19, 1.61, -1.20], [-5.57, 4.87, -1.54], [-5.68, 3.18, -2.04], [-4.22, 4.13, -2.41], [-3.83, 3.72, 2.62], [-3.28, 0.65, -0.91], [-3.79, 1.77, -2.00], [-1.71, -3.63, 4.14], [-2.77, -2.83, 3.48], [-2.63, -1.97, 2.48], [-3.90, -1.55, 2.12], [-4.81, -2.12, 2.94], [-4.08, -2.91, 3.78], [-6.29, -2.01, 3.14], [-6.95, -1.24, 2.30], [-6.78, -2.61, 4.05], [-4.04, -0.83, 0.84], [-5.06, -0.25, 0.54], [-2.96, -0.93, 0.09], [-0.75, -3.47, 3.64], [-1.95, -4.70, 4.06], [-1.62, -3.39, 5.20], [-4.51, -3.48, 4.51], [-6.37, -0.82, 1.62], [1.57, -1.22, 2.63], [2.59, -0.90, 3.75], [2.18, 0.29, 4.48], [2.06, 1.40, 3.55], [0.92, 1.13, 2.53], [0.39, -0.28, 2.71], [-0.17, -0.37, 4.10], [0.90, 0.07, 5.14], [1.20, -2.23, 2.71], [2.01, -1.09, 1.64], [3.58, -0.74, 3.34], [2.66, -1.74, 4.46], [3.02, 1.53, 3.04], [1.86, 2.31, 4.11], [1.27, 1.24, 1.52], [0.10, 1.81, 2.68], [-0.47, -1.40, 4.27], [-1.05, 0.26, 4.16], [1.03, -0.69, 5.91], [0.60, 0.99, 5.63], [0.24, -3.96, 0.38], [-0.39, -2.61, 0.76], [0.69, 2.38, -3.52], [1.38, 1.13, -4.09], [0.33, 0.31, -4.85], [2.49, 1.55, -5.08], [2.23, 0.12, -2.76], [-0.02, 0.28, -0.71], [3.56, 0.95, -1.72], [3.37, 2.48, -1.67], [3.61, 0.45, -0.27], [4.91, 0.63, -2.41], [2.25, -1.75, -2.90], [3.06, -2.07, -4.18], [2.95, -2.40, -1.70], [0.85, -2.36, -3.02], [0.09, 2.83, -4.32], [1.40, 3.14, -3.18], [0.01, 2.15, -2.69], [-0.09, 0.94, -5.64], [-0.50, 0.01, -4.19], [0.74, -0.57, -5.33], [2.03, 2.18, -5.86], [2.95, 0.69, -5.58], [3.28, 2.14, -4.61], [2.41, 2.75, -1.23], [3.45, 2.94, -2.66], [4.17, 2.90, -1.05], [2.64, 0.56, 0.22], [4.34, 1.05, 0.28], [3.92, -0.59, -0.19], [4.96, 1.03, -3.43], [5.11, -0.44, -2.46], [5.71, 1.10, -1.84], [4.08, -1.69, -4.14], [2.58, -1.68, -5.09], [3.12, -3.16, -4.29], [3.99, -2.10, -1.61], [2.94, -3.49, -1.84], [2.43, -2.18, -0.76], [0.31, -2.01, -3.90], [0.24, -2.16, -2.14], [0.95, -3.45, -3.12]], "lowdin_charge": [1.127, 0.012, -0.294, 0.160, 0.039, -0.624, 0.726, -0.051, 0.153, 0.100, 0.098, 0.096, 0.164, 0.042, 0.102, 0.025, -0.289, -0.001, -0.160, -0.032, 0.218, -0.462, 0.180, 0.158, -0.592, 0.109, -0.267, 0.061, 0.108, 0.105, 0.195, 0.088, -0.150, -0.126, -0.151, -0.126, -0.184, -0.284, -0.142, -0.120, 0.079, 0.091, 0.126, 0.129, 0.123, 0.129, 0.037, 0.056, 0.084, 0.077, 0.129, 0.130, 0.821, -0.881, -0.096, -0.617, -0.087, -0.061, 0.960, 0.424, -0.610, -0.082, -0.100, -0.060, -0.618, -0.059, -0.096, -0.099, 0.098, 0.066, 0.017, 0.101, 0.084, 0.072, 0.107, 0.088, 0.069, 0.084, 0.073, 0.100, 0.006, 0.101, 0.067, 0.086, 0.072, 0.107, 0.084, 0.075, 0.106, 0.074, 0.099, 0.046, 0.062, 0.017, 0.100], "multiplicity": 2, "energy_ha": -5562.475238, "charge": 2}